No. 1
17
Properties=species:S:1:pos:R:3:forces:R:3 method="wB97M-V/def2-TZVPD" e_above_lowest_kj_mol=79.2 total_charge=-1 total_energy_ha=-359.812424 homo_ev=-3.3 largest_force_ha_per_bohr=0.059
C 0.78255 -2.07255 0.45243 0.538 1.570 -0.712
O 0.47495 -1.12689 -0.55094 0.720 -1.287 0.946
C -0.44410 -2.39603 1.25257 -1.325 0.583 -0.077
H 1.50317 -1.63209 1.18872 0.152 -0.293 -0.244
H 1.24878 -2.98728 0.04763 0.046 -0.123 -0.039
H -0.36842 -3.09162 2.09604 0.282 -0.066 -0.090
H -1.21150 -2.74358 0.54411 0.023 -0.086 0.288
H -0.79687 -1.41265 1.62081 -0.068 -0.523 0.048
N 0.86628 1.42786 -0.92319 2.139 0.643 -0.353
C -0.35941 1.89047 -0.57274 -0.702 -1.800 -0.440
N -0.45409 3.33492 -0.46216 -0.868 -0.703 -0.812
N -1.32080 1.02627 -0.35723 0.619 2.922 0.366
H 1.10333 0.44124 -0.63069 -0.687 0.005 -0.775
H 1.52357 1.96982 -1.50179 -0.717 -0.334 0.916
H -0.20364 3.79995 -1.35621 0.042 -0.631 0.765
H -1.45383 3.47251 -0.37097 -0.181 0.326 0.166
H -0.88997 0.09967 -0.47639 -0.012 -0.202 0.047

=====

No. 2
17
Properties=species:S:1:pos:R:3:forces:R:3 method="wB97M-V/def2-TZVPD" e_above_lowest_kj_mol=190.2 total_charge=+1 total_energy_ha=-359.567449 homo_ev=-14.1 largest_force_ha_per_bohr=0.018
C 1.84647 1.35326 -1.64035 -0.501 0.374 0.194
C 1.70005 1.36648 0.75612 -0.141 -0.009 0.032
N 1.12834 1.20680 -0.36429 0.108 -0.237 0.168
H 1.29040 2.05889 -2.25155 -0.003 -0.105 -0.201
H 1.88464 0.37530 -2.11502 0.034 0.070 -0.126
H 2.84357 1.74704 -1.46541 0.047 -0.113 0.038
H 2.71636 1.74158 0.82741 0.013 -0.152 -0.055
H 1.15376 1.10580 1.65682 -0.064 0.229 0.009
H 0.05580 0.88178 -0.27976 0.641 0.259 0.195
N -1.33913 0.33640 0.30109 0.430 -0.098 -0.359
C -1.29748 -1.13364 0.38809 -0.881 -0.259 -0.211
N -0.09184 -1.71298 0.17823 0.347 -0.019 -0.004
O -2.30401 -1.72606 0.64822 0.041 -0.258 0.222
H -2.05208 0.57281 -0.38983 0.002 -0.196 -0.049
H -1.78052 0.62454 1.17339 0.209 0.144 0.072
H 0.65474 -1.27635 -0.31913 0.119 0.394 -0.030
H -0.02669 -2.71909 0.18335 -0.402 -0.024 0.104